(1)
A molecular structure, C34H34As3CoS3, computed with ωB97M-V/def2-TZVPD.

Geometry (Å):
Co 0.5283 -1.5063 0.9968
C 0.4498 0.3277 -4.3865
As 0.6897 -0.7226 -2.7305
C -0.2073 -2.3393 -3.4075
C 2.4868 -1.4536 -3.0912
C 3.1641 -1.2189 -4.2868
C 4.3642 -1.8520 -4.5734
C 4.9106 -2.7389 -3.6581
C 4.2677 -2.9480 -2.4488
C 3.0702 -2.3056 -2.1446
As 2.2872 -2.5712 -0.3552
C 2.1684 -4.5203 -0.3679
C 3.9103 -2.3492 0.7117
H 0.6291 -0.2661 -5.2834
H 1.1060 1.1986 -4.3835
H -0.5802 0.6847 -4.4068
H 0.1872 -2.6129 -4.3876
H -1.2805 -2.1639 -3.4660
H -0.0432 -3.1485 -2.6982
H 2.7520 -0.5320 -5.0146
H 4.8655 -1.6599 -5.5145
H 5.8359 -3.2566 -3.8794
H 4.7112 -3.6220 -1.7251
H 3.1482 -4.9835 -0.4808
H 1.5198 -4.8365 -1.1842
H 1.7154 -4.8243 0.5750
H 4.7380 -2.9716 0.3746
H 3.6571 -2.5971 1.7423
H 4.1935 -1.2987 0.6816
S 1.8130 0.2327 1.6782
C 1.2329 1.6260 2.5933
C 1.6248 1.7297 3.9314
C 1.2854 2.8323 4.6970
C 0.5436 3.8623 4.1422
C 0.1363 3.7692 2.8203
C 0.4682 2.6713 2.0314
As -0.1596 2.5010 0.1846
C -1.9342 1.7847 0.5978
C -2.8703 1.7472 -0.4353
C -4.1419 1.2388 -0.2264
C -4.4856 0.7297 1.0182
C -3.5519 0.7307 2.0429
C -2.2839 1.2592 1.8356
C -0.6597 4.4058 -0.0485
C -1.9435 4.9374 0.0247
C -2.1689 6.2880 -0.2176
C -1.1116 7.1301 -0.5275
C 0.1762 6.6152 -0.5971
C 0.3928 5.2653 -0.3688
H 2.1939 0.9187 4.3670
H 1.6029 2.8861 5.7321
H 0.2795 4.7286 4.7365
H -0.4531 4.5700 2.3913
H -2.5863 2.1105 -1.4178
H -4.8553 1.2150 -1.0415
H -5.4734 0.3167 1.1821
H -3.8096 0.3122 3.0076
H -1.5647 1.2431 2.6446
H -2.7766 4.2985 0.2857
H -3.1757 6.6840 -0.1580
H -1.2892 8.1822 -0.7153
H 1.0097 7.2661 -0.8325
H 1.3975 4.8589 -0.4323
S -1.3508 -2.1599 -0.1038
C -2.1083 -3.1861 1.0990
C -3.4200 -3.6239 0.8817
C -4.0603 -4.4616 1.7770
C -3.3941 -4.8740 2.9267
C -2.0988 -4.4472 3.1598
C -1.4309 -3.6089 2.2591
S 0.2190 -3.1296 2.6073
H -3.9252 -3.2862 -0.0159
H -5.0743 -4.7923 1.5833
H -3.8872 -5.5276 3.6374
H -1.5755 -4.7616 4.0551

net charge = -1
gap between HOMO and LUMO (alpha / beta) = 6.4 / 6.8 eV
2S+1 = 4
energy relative to the best compared isomer or geometry (same formula, charge and spin) = 0.077 eV

(2)
2 unconnected molecules or ions with the total composition C3H12NS2, computed with ωB97M-V/def2-TZVPD.

Geometry (Å):
C 0.4883 -0.5065 -2.8784
N -0.3350 -1.3815 -1.9846
H 0.2102 0.5243 -2.6960
H 1.5287 -0.6616 -2.6242
H 0.3260 -0.7935 -3.9093
H -1.3333 -1.2939 -2.1758
H -0.2006 -1.1029 -0.9835
H -0.0915 -2.3677 -2.0932
C -1.6677 1.9540 -0.2509
C -0.3680 1.5843 0.4313
S -0.4715 -0.1462 1.0189
S 1.4736 -0.5809 1.5265
H -2.5313 1.8269 0.4016
H -1.8471 1.3584 -1.1501
H -1.6525 2.9930 -0.5841
H -0.1712 2.2051 1.3027
H 0.4877 1.6676 -0.2359
H 1.4506 -0.0867 2.7753

net charge = +1
gap between HOMO and LUMO = 9.6 eV
2S+1 = 1
energy relative to the best compared isomer or geometry (same formula, charge and spin) = 0.116 eV

(3)
5 unconnected molecules or ions with the total composition C2H14NO4S, computed with ωB97M-V/def2-TZVPD.

Geometry (Å):
C -1.0533 -1.7502 2.3052
C -0.9941 -2.3156 0.8690
S -0.4109 -1.0681 -0.4525
N 0.0311 -1.0118 2.9943
H -1.2391 -2.5899 3.0607
H -2.0200 -1.0457 2.3059
H -1.9620 -2.6854 0.6189
H -0.3747 -3.1854 0.9388
H -0.0575 -0.0539 2.9768
H 0.9804 -1.0631 2.5263
H 2.4056 -0.9778 -2.8287
H 1.7515 -1.8895 -1.7504
O 2.1247 -1.8723 -2.6206
H -0.5074 1.0520 -1.2171
H -1.7764 1.7672 -1.3417
O -0.8831 1.8332 -1.7598
H 1.5363 2.8129 -3.8409
H 1.0690 2.8924 -2.3276
O 1.6005 3.2851 -2.9501
H 0.4162 2.7146 2.1832
H -1.2261 2.5495 2.2581
O -0.3866 2.7876 2.7894

net charge = -1
gap between HOMO and LUMO = 6.8 eV
2S+1 = 1
energy relative to the best compared isomer or geometry (same formula, charge and spin) = 1.633 eV

(4)
2 unconnected molecules or ions with the total composition C12H14N6O4, computed with ωB97M-V/def2-TZVPD.

Geometry (Å):
N 3.9117 3.2278 0.1730
C 2.8153 2.9009 0.4083
C 1.4717 2.4955 0.6790
C 0.3181 2.8598 -0.0206
C -0.9482 2.3080 0.3186
N -2.1017 2.8139 -0.3627
O -1.9427 3.7460 -1.1887
O -3.2337 2.3299 -0.1088
C -1.0983 1.3610 1.3588
C 0.0276 1.1334 2.1331
N 0.2777 0.1475 3.1046
O -0.4714 -0.6331 3.6850
O 1.6595 0.0100 3.1945
N 2.3350 0.9635 2.3981
C 1.3169 1.6040 1.7821
H 0.3895 3.6144 -0.7979
H -2.0820 1.0446 1.6763
N 0.8102 -1.3427 0.5588
C -0.1458 -2.1735 -0.1278
C -1.4284 -2.2766 0.6744
C -2.5950 -2.8478 -0.1332
C -3.8387 -2.1052 0.3656
C -3.3313 -0.8537 1.0882
N -1.8593 -0.9464 1.1335
H 1.0582 -1.7425 1.4628
H 1.6644 -1.2160 0.0125
H -0.4063 -1.7002 -1.0883
H 0.2229 -3.2006 -0.3066
H -1.2371 -2.8711 1.5873
H -2.4272 -2.6221 -1.1953
H -2.6657 -3.9344 -0.0097
H -4.5318 -1.8499 -0.4390
H -4.3641 -2.7224 1.1008
H -3.6275 0.0663 0.5676
H -3.7198 -0.7996 2.1171
H -1.5569 -0.8608 2.1075

net charge = 0
structure (SMILES) = N#Cc1cc([N+](=O)[O-])cc2c1no[n+]2[O-].NC[C@@H]1CCCN1
gap between HOMO and LUMO = 6.8 eV
2S+1 = 1
energy relative to the best compared isomer or geometry (same formula, charge and spin) = 0.000 eV

(5)
2 unconnected molecules or ions with the total composition C2H5NOS, computed with ωB97M-V/def2-TZVPD.

Geometry (Å):
C -0.9765 0.0324 0.9279
C 1.1592 -0.0985 -0.9374
N 0.2108 0.3383 1.0283
O -1.3350 -0.9472 0.1064
S -0.0697 0.3124 -1.9444
H -1.9276 0.5248 1.3254
H 1.9605 0.5765 -0.9399
H 1.4200 -1.1107 -0.6383
H 0.4301 1.0764 1.7132
H -0.8717 -0.7043 -0.6412

net charge = 0
structure (SMILES) = [H]/N=C/O.C=S
gap between HOMO and LUMO = 8.7 eV
2S+1 = 1
energy relative to the best compared isomer or geometry (same formula, charge and spin) = 3.126 eV

(6)
A single C15H17NO3S2 molecule, computed with ωB97M-V/def2-TZVPD.

Geometry (Å):
C 2.1574 1.0828 -2.6455
H 3.1197 0.5903 -2.8155
H 1.8625 1.6215 -3.5437
H 2.2381 1.7867 -1.8120
O 1.1277 0.1438 -2.4249
C 1.2047 -0.6795 -1.3653
C 0.1462 -1.5646 -1.1565
C 0.1552 -2.4626 -0.1100
C 1.2124 -2.5108 0.7875
C 2.2573 -1.6145 0.5962
C 2.2647 -0.7196 -0.4568
H 3.0987 -0.0456 -0.5674
H 3.0906 -1.6178 1.2840
C 1.2072 -3.4695 1.9379
H 0.6586 -4.3724 1.6831
H 0.7243 -3.0121 2.8020
H 2.2213 -3.7389 2.2222
H -0.6820 -3.1375 -0.0184
S -1.3570 -1.5703 -2.1353
O -1.3253 -0.6606 -3.2314
O -1.7449 -2.9274 -2.3873
N -2.4879 -1.0300 -0.9940
C -2.1555 -0.0331 -0.0910
C -2.6367 -0.0502 1.2177
C -2.2628 0.9464 2.0977
C -1.3954 1.9531 1.7107
C -0.9286 1.9767 0.4034
C -1.3193 0.9979 -0.5006
H -0.9847 1.0328 -1.5245
S 0.2072 3.1891 -0.2007
C 0.1095 4.5208 1.0347
H 0.6445 5.3616 0.6046
H 0.5893 4.2163 1.9603
H -0.9300 4.7873 1.1984
H -1.0963 2.7005 2.4270
H -2.6372 0.9326 3.1107
H -3.3003 -0.8410 1.5349
H -3.0532 -1.7820 -0.6319

net charge = 0
structure (SMILES) = COc1ccc(C)cc1S(=O)(=O)Nc1cccc(SC)c1
gap between HOMO and LUMO = 8.8 eV
2S+1 = 1
energy relative to the best compared isomer or geometry (same formula, charge and spin) = 0.000 eV

Strongest force on any atom in eV/A, matching the order above: 0.91, 0.36, 5.12, 3.21, 4.74, 0.91